[1]
The following is a DFT calculation (ωB97M-V/def2-TZVPD) of a structure of composition C27H30BINO2Rh in a non-equilibrium geometry.

The value obtained for the energy relative to the best compared isomer or geometry (same formula, charge and spin) is 0.00 kcal per mole. As for the molar mass: 641.2 Da. Its total energy is -45855.5436 eV. As for the charge: -2.

Geometry (Å):
Rh  -0.3484  0.6696  -0.6542
C  -0.8280  -2.8821  2.8150
C  -0.2822  -1.5003  2.5269
C  1.1021  -1.3145  2.4386
C  2.0439  -2.4453  2.7870
C  1.6217  -0.0825  2.0415
C  3.1123  0.0703  1.8424
C  0.7602  1.0124  1.8516
C  1.3217  2.4158  1.7390
C  -0.6248  0.8287  1.9457
C  -1.5409  2.0325  1.9045
C  -1.1426  -0.4308  2.2968
C  -2.6404  -0.5994  2.3272
H  -1.0142  -3.0239  3.8865
H  -0.1312  -3.6538  2.4933
H  -1.7486  -3.0707  2.2684
H  2.2013  -3.1240  1.9453
H  1.6516  -3.0371  3.6155
H  3.0181  -2.0687  3.0923
H  3.6290  0.2698  2.7890
H  3.3524  0.8716  1.1521
H  3.5387  -0.8365  1.4140
H  1.1837  2.8299  0.7393
H  2.3844  2.4377  1.9661
H  0.8170  3.0744  2.4507
H  -1.6865  2.4326  2.9188
H  -2.5097  1.7777  1.4843
H  -1.1302  2.8156  1.2736
H  -3.0083  -0.5891  1.2956
H  -3.1267  0.2088  2.8759
H  -2.9476  -1.5358  2.7846
C  -1.6538  1.2445  -1.6549
C  -2.3892  0.7943  -2.8496
C  -2.5466  1.6301  -3.9618
C  -3.2677  1.2145  -5.0704
C  -3.8551  -0.0463  -5.0905
C  -3.7000  -0.8864  -3.9913
C  -2.9767  -0.4789  -2.8824
H  -2.0863  2.6117  -3.9336
H  -3.3722  1.8727  -5.9269
H  -4.4191  -0.3747  -5.9562
H  -4.1385  -1.8786  -4.0044
H  -2.8134  -1.1401  -2.0366
B  4.3578  1.2942  -1.6154
C  2.8108  0.9951  -1.4034
N  1.6897  0.7748  -1.2322
H  4.4988  1.9850  -2.6095
H  4.9450  0.2301  -1.7443
H  4.7621  1.8796  -0.6236
I  5.2798  -4.7686  -0.3351
C  3.2688  -4.1270  -0.4048
C  2.2820  -4.9990  0.0291
C  0.9605  -4.5703  0.0029
C  0.6312  -3.2949  -0.4399
C  1.6415  -2.4524  -0.8821
C  2.9736  -2.8555  -0.8685
C  -0.8312  -2.8342  -0.4148
O  -1.6763  -3.7317  -0.2483
O  -1.0522  -1.5996  -0.5184
H  2.5376  -5.9878  0.3867
H  0.1556  -5.2207  0.3235
H  1.3872  -1.4617  -1.2260
H  3.7460  -2.1706  -1.1948



[2]
The following is a DFT calculation (ωB97M-V/def2-TZVPD) of the molecule C14H13N3O2 in a non-equilibrium geometry.

The value obtained for the energy relative to the best compared isomer or geometry (same formula, charge and spin) is 0.00 kcal per mole. As for the molar mass: 255.3 Da. Its total energy is -23295.4364 eV. As for the charge: 0.

Geometry (Å):
N  0.2912  0.6140  -4.5296
C  -0.6402  0.0625  -3.7183
O  -1.7240  0.6255  -3.6325
C  -0.3862  -1.1984  -2.8944
C  0.0471  -0.8885  -1.4725
N  -0.9860  -0.0681  -0.8500
C  -1.1034  -0.0766  0.4983
C  -2.3661  -0.3644  1.0128
C  -2.5733  -0.4294  2.4059
C  -1.5337  -0.1200  3.2582
C  -0.2846  0.1671  2.7643
C  0.6974  0.4946  3.7360
C  2.0000  0.7793  3.3074
C  2.3119  0.8050  1.9527
C  1.3260  0.4697  1.0105
C  -0.0135  0.2098  1.3780
N  1.7870  0.5027  -0.3018
C  1.3857  -0.1562  -1.4204
O  2.1421  -0.1030  -2.4033
H  1.2470  0.2685  -4.4569
H  0.1666  1.5780  -4.8311
H  0.3510  -1.8304  -3.3730
H  -1.3076  -1.7321  -2.8346
H  0.1715  -1.8071  -0.9126
H  -1.7904  0.1789  -1.3855
H  -3.1777  -0.5741  0.3217
H  -3.5164  -0.7084  2.8302
H  -1.7551  -0.1092  4.3106
H  0.4690  0.4421  4.8222
H  2.7387  0.9609  4.0754
H  3.3362  1.0221  1.7467
H  2.6897  0.9850  -0.4146



no.,Kohn-Sham gap (eV)
1,4.48
2,7.81